Below is a molecular structure, C27H29N3O8PbS2 at a distorted geometry, with properties calculated with wB97M-V/def2-TZVPD.

Geometry (Å):
Pb -0.20 0.39 -0.43
C -1.00 3.37 -2.10
N -1.04 2.83 -0.74
C -2.43 2.69 -0.24
C -3.47 2.05 -1.18
C -3.20 0.72 -1.89
N -2.73 -0.33 -1.01
C -3.32 -1.45 -0.96
C -2.91 -2.61 -0.14
C -3.50 -3.80 -0.32
C -3.07 -5.03 0.34
C -2.08 -5.02 1.23
C -1.49 -3.73 1.67
C -1.79 -2.54 0.81
O -1.10 -1.57 0.98
C -0.26 3.73 0.16
C 0.63 3.06 1.21
C 2.01 2.63 0.68
N 1.87 1.70 -0.44
C 2.78 1.63 -1.33
C 2.72 0.90 -2.58
C 3.94 0.79 -3.28
C 4.02 0.29 -4.55
C 2.83 -0.08 -5.20
C 1.63 0.00 -4.54
C 1.52 0.43 -3.20
O 0.34 0.42 -2.64
H -1.42 4.39 -2.14
H -1.55 2.74 -2.79
H 0.03 3.40 -2.44
H -2.83 3.69 -0.02
H -2.39 2.15 0.71
H -3.73 2.76 -1.96
H -4.36 1.92 -0.56
H -2.43 0.85 -2.66
H -4.13 0.42 -2.40
H -4.21 -1.63 -1.57
H -4.31 -3.88 -1.05
H -3.55 -5.96 0.05
H -1.69 -5.93 1.67
H -1.96 -3.40 2.62
H -0.95 4.41 0.66
H 0.38 4.35 -0.48
H 0.11 2.21 1.68
H 0.81 3.78 2.01
H 2.56 2.16 1.50
H 2.57 3.52 0.37
H 3.70 2.21 -1.19
H 4.85 1.11 -2.77
H 4.98 0.21 -5.06
H 2.86 -0.43 -6.22
H 0.71 -0.30 -5.02
O -1.58 -2.19 3.36
S -1.00 -0.86 3.48
O -1.30 -0.20 4.73
O -1.16 0.01 2.31
C 0.82 -1.12 3.50
C 1.48 -0.28 4.41
C 2.86 -0.22 4.51
C 3.64 -0.97 3.65
C 3.02 -1.81 2.74
C 1.62 -1.91 2.68
S 1.21 -3.20 1.49
O 2.17 -4.24 1.68
O -0.12 -3.93 1.98
O 1.09 -2.65 0.17
H 0.85 0.32 5.05
H 3.31 0.41 5.26
H 4.72 -0.92 3.68
H 3.62 -2.43 2.09

As for the highest occupied orbital energy: -7.906 eV. As for the total energy: -2801.5728 Eh. For the gap between HOMO and LUMO, the calculation gives 7.256 eV.

Below is C27H29N5O4 in the gas phase at a distorted geometry, with properties calculated with wB97M-V/def2-TZVPD.

Geometry (Å):
C -0.38 -4.10 5.51
C -0.57 -3.01 4.50
C -1.68 -2.19 4.56
C -1.89 -1.18 3.64
C -0.96 -0.97 2.62
C 0.16 -1.80 2.56
C 0.36 -2.82 3.47
C 1.57 -3.69 3.36
H 1.27 -4.73 3.24
H 2.17 -3.40 2.51
H 2.18 -3.62 4.26
H 0.87 -1.65 1.76
N -1.15 0.06 1.68
C -0.85 -0.11 0.37
N -0.40 -1.23 -0.19
C -0.31 -0.93 -1.51
C -0.72 0.37 -1.76
C -0.66 0.95 -3.05
O -0.93 2.10 -3.37
N -0.20 0.03 -4.01
C 0.22 -1.27 -3.79
O 0.65 -1.97 -4.69
N 0.12 -1.75 -2.50
C 0.55 -3.10 -2.22
H 0.23 -3.34 -1.21
H 1.64 -3.18 -2.29
H 0.11 -3.78 -2.94
C 0.08 0.62 -5.30
C 1.02 1.80 -5.11
O 1.03 2.80 -5.77
O 1.86 1.53 -4.11
C 2.61 2.59 -3.52
C 2.38 2.54 -2.03
C 2.06 3.69 -1.31
C 1.85 3.62 0.05
C 1.93 2.40 0.71
C 2.22 1.25 -0.01
C 2.45 1.32 -1.37
H 2.68 0.43 -1.93
H 2.28 0.30 0.50
H 1.77 2.35 1.78
H 1.61 4.51 0.60
H 1.99 4.64 -1.82
H 2.29 3.54 -3.95
H 3.67 2.42 -3.75
H -0.84 0.98 -5.77
H 0.54 -0.15 -5.93
N -1.06 0.89 -0.52
C -1.60 2.19 -0.23
C -2.40 2.09 1.06
C -3.72 1.35 0.86
H -4.33 1.86 0.11
H -3.54 0.33 0.52
H -4.28 1.31 1.78
C -1.53 1.39 2.11
H -2.05 1.32 3.06
H -0.62 1.99 2.27
H -2.61 3.11 1.42
H -2.21 2.50 -1.08
H -0.77 2.91 -0.13
H -2.78 -0.57 3.71
H -2.41 -2.34 5.34
H -0.34 -5.08 5.02
H -1.19 -4.11 6.23
H 0.56 -3.97 6.05

As for the relative energy (zero: lowest compared OMol25 entry of this formula, charge and spin): 0.0 kcal per mole. As for the highest occupied orbital energy: -7.533 eV. As for the total energy: -1621.1338 Eh. For the gap between HOMO and LUMO, the calculation gives 8.111 eV.

Below is a molecular structure, C27H30Cl3GeO5PRuS2 at a distorted geometry, with properties calculated with wB97M-V/def2-TZVPD.

Geometry (Å):
Ru 0.01 0.77 -0.19
C 6.72 -0.02 2.02
O 6.04 -1.08 2.69
C 4.72 -1.23 2.40
C 4.08 -2.33 3.01
C 2.75 -2.56 2.77
C 1.98 -1.72 1.93
C 0.58 -1.96 1.70
C -0.04 -3.21 2.31
O -0.18 -1.24 1.05
C 2.64 -0.62 1.29
O 2.07 0.16 0.46
C 4.02 -0.39 1.58
H 7.76 -0.11 2.32
H 6.33 0.95 2.32
H 6.63 -0.12 0.94
H 4.65 -2.98 3.66
H 2.29 -3.41 3.25
H 0.05 -3.19 3.40
H 0.46 -4.10 1.94
H -1.10 -3.24 2.04
H 4.45 0.45 1.06
C -2.65 6.17 2.41
C -1.73 5.56 1.37
O -1.05 4.44 1.94
P -1.00 2.97 1.32
S 0.52 2.05 2.17
S -1.21 3.07 -0.68
O -2.40 2.39 1.91
C -2.81 1.04 1.66
C -4.31 1.01 1.45
H -3.16 7.04 1.99
H -2.08 6.48 3.28
H -3.40 5.44 2.72
H -0.97 6.28 1.06
H -2.28 5.25 0.48
H -2.52 0.43 2.52
H -2.30 0.64 0.78
H -4.83 1.33 2.35
H -4.62 0.00 1.19
H -4.57 1.69 0.63
C -5.03 -1.96 -2.20
C -5.04 -0.58 -2.20
C -3.85 0.13 -2.21
C -2.62 -0.54 -2.20
C -2.62 -1.94 -2.17
C -3.82 -2.64 -2.18
C -1.38 0.24 -2.24
C -0.13 -0.25 -2.10
C 0.65 -1.32 -2.57
C 1.63 -1.97 -1.80
C 2.39 -2.99 -2.34
C 2.22 -3.37 -3.66
C 1.28 -2.72 -4.45
C 0.51 -1.71 -3.93
H -5.96 -2.51 -2.21
H -5.98 -0.04 -2.19
H -3.85 1.21 -2.21
H -1.68 -2.47 -2.14
H -3.80 -3.72 -2.17
H -1.52 1.30 -2.46
H 1.79 -1.65 -0.78
H 3.14 -3.48 -1.72
H 2.84 -4.16 -4.08
H 1.16 -3.00 -5.49
H -0.22 -1.18 -4.53
Cl 1.40 2.54 -3.67
Ge 2.03 1.99 -1.56
Cl 3.07 3.89 -0.97
Cl 3.87 0.82 -2.09

The net charge is -1. The multiplicity is 2. As for the relative energy (zero: lowest compared OMol25 entry of this formula, charge and spin): 52.7 kcal per mole. As for the highest occupied orbital energy (alpha / beta): -4.319 / -4.802 eV. As for the total energy: -6113.4137 Eh. For the gap between HOMO and LUMO (alpha / beta), the calculation gives 6.091 / 6.646 eV. Its expectation value of S² is 0.93.

Below is a molecular structure, C27H30CrN4O5Se2, with properties calculated with wB97M-V/def2-TZVPD.

Geometry (Å):
Cr -0.26 -0.26 0.95
O -0.06 1.36 2.01
C -0.72 2.48 1.88
C -0.11 3.69 2.29
C -0.76 4.89 2.18
C -2.07 4.96 1.70
C -2.70 3.79 1.33
C -2.04 2.56 1.39
C -2.78 1.36 1.08
N -2.26 0.21 0.89
C -3.08 -0.97 1.10
C -2.56 -1.56 2.40
N -1.09 -1.40 2.44
C -0.51 -1.88 3.47
C 0.89 -1.83 3.78
C 1.33 -2.27 5.04
C 2.66 -2.23 5.38
C 3.58 -1.75 4.44
C 3.19 -1.33 3.20
C 1.82 -1.35 2.81
O 1.48 -0.97 1.64
H 0.90 3.63 2.68
H -0.26 5.80 2.48
H -2.58 5.91 1.62
H -3.72 3.81 0.95
H -3.87 1.43 1.11
H -2.94 -1.68 0.29
H -4.14 -0.71 1.19
H -2.83 -2.61 2.50
H -2.98 -1.01 3.25
H -1.13 -2.38 4.22
H 0.59 -2.64 5.74
H 2.98 -2.56 6.36
H 4.63 -1.71 4.70
H 3.90 -0.97 2.47
O -3.83 -1.59 -4.19
C -2.44 -1.55 -4.52
C -1.65 -0.93 -3.36
C -0.18 -0.95 -3.76
O 0.36 -2.27 -3.91
C -2.12 0.52 -3.17
Se -0.95 1.73 -2.16
C -1.91 -1.82 -2.13
Se -0.52 -2.14 -0.75
H -4.31 -1.90 -4.96
H -2.28 -0.94 -5.42
H -2.07 -2.56 -4.72
H 0.37 -0.39 -3.01
H -0.04 -0.43 -4.72
H 0.32 -2.66 -3.02
H -3.10 0.49 -2.69
H -2.27 0.96 -4.16
H -2.10 -2.84 -2.48
H -2.83 -1.49 -1.65
N 3.59 -1.28 -3.60
C 4.26 -0.33 -2.93
O 5.44 -0.08 -3.16
C 3.51 0.43 -1.88
C 3.99 1.69 -1.52
C 3.29 2.41 -0.57
C 2.15 1.87 -0.02
N 1.69 0.66 -0.34
C 2.37 -0.05 -1.24
H 4.09 -1.75 -4.34
H 2.58 -1.39 -3.58
H 4.88 2.06 -1.99
H 3.62 3.39 -0.27
H 1.56 2.42 0.70
H 1.99 -1.05 -1.43

The net charge is -1. The multiplicity is 4. As for the relative energy (zero: lowest compared OMol25 entry of this formula, charge and spin): 14.3 kcal per mole. As for the highest occupied orbital energy (alpha / beta): -3.107 / -3.091 eV. As for the total energy: -7489.5894 Eh. For the gap between HOMO and LUMO (alpha / beta), the calculation gives 5.391 / 5.262 eV. Its expectation value of S² is 3.79.

Below is C27H30N2O4 in the gas phase, with properties calculated with wB97M-V/def2-TZVPD.

Geometry (Å):
C -0.93 2.32 8.65
C -0.16 1.64 7.53
C 1.10 2.41 7.16
H 1.74 2.50 8.04
H 0.82 3.42 6.84
C 1.89 1.73 6.04
C 1.11 1.69 4.75
C 0.48 0.53 4.32
C -0.26 0.52 3.16
C -0.39 1.68 2.40
C 0.24 2.85 2.82
C 0.98 2.84 3.98
H 1.47 3.75 4.30
H 0.15 3.74 2.23
N -1.15 1.61 1.23
C -1.36 2.55 0.28
O -0.96 3.69 0.29
C -2.24 2.03 -0.87
O -2.22 0.63 -1.04
C -1.08 0.04 -1.51
C -1.15 -1.33 -1.73
C -0.06 -2.02 -2.20
C 1.14 -1.35 -2.47
C 1.21 0.01 -2.21
C 0.12 0.71 -1.74
H 0.22 1.77 -1.55
H 2.15 0.52 -2.39
C 2.37 -2.06 -2.91
O 3.47 -1.77 -2.48
N 2.22 -3.11 -3.76
C 1.11 -3.49 -4.54
C 0.80 -4.84 -4.65
C -0.26 -5.26 -5.43
C -1.01 -4.32 -6.12
C -0.69 -2.98 -6.04
C 0.37 -2.54 -5.27
O 0.81 -1.25 -5.18
C 0.14 -0.23 -5.89
C -1.15 0.23 -5.22
H -0.93 0.60 -4.22
H -1.85 -0.59 -5.13
H -1.60 1.02 -5.80
H -0.04 -0.54 -6.93
H 0.86 0.60 -5.90
H -1.28 -2.27 -6.61
H -1.85 -4.64 -6.73
H -0.50 -6.31 -5.50
H 1.39 -5.56 -4.10
H 3.07 -3.65 -3.90
H -0.13 -3.09 -2.35
H -2.08 -1.83 -1.52
H -1.96 2.55 -1.79
H -3.28 2.28 -0.64
H -1.57 0.70 1.05
H -0.75 -0.39 2.83
H 0.57 -0.37 4.91
H 2.82 2.27 5.88
H 2.14 0.71 6.34
H 0.11 0.63 7.85
H -0.80 1.55 6.65
H -0.32 2.41 9.54
H -1.23 3.32 8.35
H -1.83 1.76 8.91

As for the relative energy (zero: lowest compared OMol25 entry of this formula, charge and spin): 10.3 kcal per mole. As for the highest occupied orbital energy: -8.339 eV. As for the total energy: -1457.3751 Eh. For the gap between HOMO and LUMO, the calculation gives 8.989 eV.

Below is C27H30N4O2 in the gas phase, with properties calculated with wB97M-V/def2-TZVPD.

Geometry (Å):
C -3.43 -2.19 -0.57
N -3.47 -1.15 0.43
C -2.91 0.08 0.27
O -2.98 0.93 1.14
C -2.18 0.35 -1.03
H -2.59 -0.26 -1.84
H -2.35 1.40 -1.26
C -0.65 0.17 -0.97
N -0.26 -1.16 -0.54
C -0.18 -1.28 0.90
C 0.73 -0.25 1.58
N 0.50 1.05 1.02
C -0.06 1.33 -0.17
O -0.11 2.47 -0.60
H 0.87 1.85 1.52
H 1.79 -0.53 1.45
H 0.51 -0.23 2.65
H -1.19 -1.15 1.30
H 0.16 -2.29 1.15
C 0.85 -1.77 -1.27
C 2.22 -1.21 -0.99
C 2.61 0.04 -1.47
C 3.84 0.57 -1.15
C 4.74 -0.14 -0.36
C 4.37 -1.40 0.09
C 3.13 -1.92 -0.21
H 2.85 -2.90 0.16
H 5.05 -1.97 0.71
C 6.06 0.43 -0.01
C 7.20 -0.36 -0.04
C 8.44 0.18 0.28
C 8.54 1.51 0.64
C 7.41 2.30 0.67
C 6.17 1.77 0.34
H 5.29 2.39 0.38
H 7.48 3.34 0.95
H 9.50 1.93 0.89
H 9.32 -0.45 0.25
H 7.13 -1.40 -0.34
H 4.12 1.54 -1.53
H 1.94 0.61 -2.10
H 0.84 -2.83 -1.02
H 0.62 -1.67 -2.34
H -0.30 0.31 -2.00
C -4.42 -1.32 1.50
H -4.20 -0.56 2.25
H -4.30 -2.32 1.94
C -5.87 -1.13 1.00
C -5.97 0.19 0.31
N -5.66 0.20 -0.98
C -5.63 1.35 -1.63
C -5.92 2.57 -1.02
C -6.25 2.56 0.32
C -6.28 1.36 1.00
H -6.52 1.32 2.05
H -6.47 3.49 0.83
H -5.87 3.48 -1.59
H -5.37 1.29 -2.67
H -6.12 -1.93 0.30
H -6.55 -1.18 1.85
H -4.13 -1.99 -1.39
H -3.70 -3.13 -0.10
H -2.41 -2.28 -0.96

As for the relative energy (zero: lowest compared OMol25 entry of this formula, charge and spin): 6.0 kcal per mole. As for the highest occupied orbital energy: -8.257 eV. As for the total energy: -1416.4140 Eh. For the gap between HOMO and LUMO, the calculation gives 8.932 eV.